# 1
CH2N2O3S | ωB97M-V/def2-TZVPD

Summary:
E_LUMO   0.398 eV
Multiplicity   1
Net charge   0
HOMO level   -9.7 eV

The geometry in XYZ format:
```
9
Properties=species:S:1:pos:R:3:forces:R:3
N -0.963457 0.782809 0.393823 -0.463 -0.230 0.269
S 1.637545 -0.104392 0.142259 -1.419 0.511 0.385
O -2.542309 -0.710342 -0.552820 -0.219 -0.226 -0.026
O 1.802775 -0.200109 -1.274320 0.902 -0.348 -1.160
O 0.682267 -1.334909 0.546498 0.501 0.034 0.299
H 0.653338 1.777531 0.897364 -0.390 0.525 0.552
H 0.098779 -1.333128 -0.223187 -0.465 -0.877 -0.228
C -1.718288 -0.004599 -0.129457 0.548 0.653 0.053
N 0.349354 1.127135 0.199837 1.005 -0.043 -0.144
```
Forces are in eV/Å.

# 2
C2H9N4O3Tl | ωB97M-V/def2-TZVPD

Summary:
E_LUMO   -13.663 eV
Multiplicity   1
Net charge   +2
HOMO level   -17.2 eV

The geometry in XYZ format:
```
19
Properties=species:S:1:pos:R:3:forces:R:3
H 2.014390 2.997093 1.432822 0.169 0.309 0.115
H -0.280812 1.072219 0.466515 0.315 -0.100 0.252
O -0.971374 0.372567 0.342946 0.049 -0.287 -0.627
C -2.042408 -2.617142 0.376089 -0.756 -0.954 0.766
H 2.957845 1.480961 -2.093689 0.311 0.218 -0.372
H 3.904337 2.798649 -1.504871 0.089 -0.061 -0.130
H -3.644061 -1.421160 1.093534 -0.114 -0.014 0.008
C 2.237273 2.247250 -0.417661 0.727 1.072 -0.518
H -3.733816 -3.651353 0.574317 -0.146 -0.781 0.328
H -2.116305 -0.631396 0.571523 -0.485 0.681 0.007
N 2.521864 3.107816 0.570592 -0.374 -0.903 -0.447
O 1.250479 1.464610 -0.381594 -0.171 -0.488 -0.198
N -2.709823 -1.452285 0.704765 1.057 -0.357 -0.469
Tl 0.136975 -0.681654 -2.028614 -0.107 0.237 0.753
H -2.284802 -4.661360 0.751439 -0.064 -0.075 -0.387
H 3.395708 3.601668 0.527270 -0.055 0.286 0.381
N -2.735744 -3.760067 0.680958 0.433 1.581 -0.225
O -0.919612 -2.584770 -0.125879 -0.043 0.277 -0.154
N 3.019887 2.318352 -1.540460 -0.838 -0.640 0.917
```
Forces are in eV/Å.

# 3
C38H26BBrCl3F4N4O5PYb | ωB97M-V/def2-TZVPD

Summary:
<S²>   0.751
E_LUMO (alpha / beta)   2.206 / 2.206 eV
Multiplicity   2
Net charge   -1
HOMO level (alpha / beta)   -5.3 / -5.3 eV

The geometry in XYZ format:
```
84
Properties=species:S:1:pos:R:3:forces:R:3
H -3.275974 -0.442826 -3.176817 -0.066 0.054 -0.003
C -1.888774 3.889074 3.277483 0.100 0.324 -0.139
Cl 5.353026 6.327974 1.121783 0.393 0.337 0.043
C -0.330374 -4.126326 -2.448217 0.103 -0.093 -0.119
H -0.906674 2.257274 -1.791817 0.077 0.134 -0.034
H -2.854674 2.306174 4.286983 0.038 0.013 -0.217
C -0.242374 1.830574 -5.078817 -0.039 0.041 -0.105
Br 4.939326 -7.053026 0.902483 -0.063 0.085 -0.043
H 1.019526 -2.079526 3.755783 0.041 -0.189 -0.025
H -2.104674 0.159374 5.401283 0.058 0.042 -0.057
C -0.851874 0.370674 -2.796317 0.115 -0.052 0.146
H -1.556474 -5.881826 -2.619917 0.041 -0.097 -0.018
F 3.585426 -1.158026 -1.273817 0.316 -0.803 0.158
O -1.564574 0.663574 1.249683 0.442 0.058 0.223
C 3.763026 -3.126226 1.450183 -0.130 0.041 -0.097
H 2.152326 -6.393426 0.182283 -0.027 -0.111 0.003
C 3.120526 5.473974 -0.127317 0.148 -0.148 0.184
F 3.274726 0.866774 -0.235517 0.369 0.251 0.233
C -2.604274 -2.881126 -1.472517 0.036 0.155 0.042
H -0.404274 3.565074 -3.822217 0.038 0.076 -0.029
C -0.324274 0.450574 -5.136417 0.062 -0.031 -0.122
H -0.715674 -1.359926 -4.066617 0.032 0.017 -0.006
C 1.656926 -1.860526 1.139383 0.064 -1.710 0.068
H 0.563626 -4.610226 -2.815017 0.083 -0.035 -0.049
O -3.477574 1.027474 2.330983 -0.207 -0.151 0.006
F 3.316726 0.701574 -2.516417 0.057 0.455 -0.734
H 5.561526 -4.280126 1.672483 -0.003 -0.011 0.027
C 0.312126 -1.315626 4.012683 -0.170 -0.263 0.345
C -1.512874 -4.841126 -2.332717 0.015 -0.067 0.074
C 4.067526 5.208874 0.847183 -0.314 -0.228 0.003
C -3.729774 0.030774 -2.313817 -0.102 0.007 -0.021
C -3.567774 0.738874 -0.019617 0.220 -0.124 -0.024
N -0.117174 2.642274 2.760083 -0.150 -0.767 0.541
P -1.225174 -0.388726 -1.153617 -0.375 -0.071 -1.257
H -2.637574 4.647674 3.372783 -0.132 0.152 -0.012
H -0.000374 2.395974 -5.965917 0.050 0.057 -0.112
C 4.519126 -4.280026 1.386583 0.109 -0.127 0.041
C -0.914174 1.956374 3.555683 -0.026 0.946 -0.153
C -4.863174 1.234874 -0.105617 -0.077 0.031 0.111
C -0.636074 -0.282326 -4.002417 -0.079 0.005 0.145
O 1.022826 2.516074 0.168483 -0.300 -0.108 -0.285
C -2.639674 -4.221126 -1.823817 -0.060 -0.161 -0.043
H 4.188326 -2.193326 1.790983 0.047 0.015 -0.046
O 2.274826 -0.847126 1.540283 1.017 -0.116 0.380
C -2.986374 0.152874 -1.141217 0.124 0.019 0.239
C -0.630374 0.608174 3.949883 0.120 -0.608 0.130
H -6.576574 1.557874 -1.335517 -0.120 0.007 -0.017
C -0.470174 2.488774 -3.880517 0.019 0.051 0.016
C 2.429526 -3.140326 1.056183 0.081 0.036 0.075
C -0.754774 1.759874 -2.744417 -0.059 -0.132 0.091
C 2.926526 3.204374 1.436783 -0.357 0.216 -0.372
N -1.281274 -0.114926 4.894583 0.017 0.408 -0.263
H -1.028874 -2.115026 5.601283 -0.051 -0.165 0.111
C 1.959126 3.357774 0.404383 0.814 0.829 0.239
O 0.439426 -1.831326 0.850883 0.000 0.049 -0.038
Cl 2.735026 1.841574 2.483483 0.625 0.000 0.186
C -1.431974 -2.146726 -1.624917 0.102 0.037 0.178
C 3.975026 4.077274 1.639383 -0.158 0.002 -0.078
C 2.591126 -5.476926 0.543783 0.047 -0.119 -0.069
B 3.007026 0.073574 -1.359317 -0.097 0.265 0.299
H -3.497274 -2.411426 -1.082917 -0.012 0.053 0.015
H -0.252574 4.598674 1.971983 -0.009 0.178 -0.132
N 0.340926 -0.102126 3.404883 -0.475 0.778 -0.290
C -5.019474 0.521174 -2.388217 0.051 -0.084 -0.106
H 0.809126 -4.299426 0.294083 -0.083 0.001 -0.036
C 2.107626 4.561374 -0.332517 -0.109 -0.391 0.300
Yb 0.771526 0.530874 0.898983 -1.843 0.721 0.170
C -0.693874 -1.348926 4.934383 0.366 -0.349 -0.083
F 1.559526 -0.101826 -1.250317 -0.352 -0.161 0.108
H -3.547674 -4.796826 -1.703517 -0.104 0.058 0.016
H 0.632726 -2.233026 -2.171017 0.168 0.002 0.013
C -5.581574 1.140974 -1.281117 -0.026 0.073 0.055
H -0.131174 -0.067226 -6.066817 -0.021 0.002 -0.064
H 4.704026 3.873074 2.407483 0.043 0.036 0.079
C 1.844626 -4.313926 0.601283 0.004 0.244 0.081
C -2.820774 0.823474 1.303283 -0.127 0.093 0.072
H -5.576374 0.428274 -3.311917 -0.034 0.017 -0.009
C -0.287674 -2.793126 -2.090717 -0.054 0.009 0.082
C 3.916226 -5.443426 0.941183 0.065 -0.128 0.024
H -5.288474 1.696774 0.771883 -0.044 0.022 0.103
C -0.709274 3.847074 2.586083 -0.362 0.162 0.006
N -2.000974 2.687674 3.913183 0.342 -0.270 0.263
Cl 0.905126 4.889274 -1.519617 -0.260 0.153 -0.343
H 3.168126 6.376374 -0.715017 0.016 0.054 -0.077
```
Forces are in eV/Å.

Listing energy above the lowest of the compared OMol25 structures with the same formula, charge and spin for the structures above in their given order: 1.605 0.000 0.469 eV.
Listing max |F| for the structures above in their given order: 1.557 1.655 1.986 eV/A.
Listing energy for the structures above in their given order: -21024.81884 -18995.68697 -216017.10549 eV.